Density functional theory data (wB97M-V/def2-TZVPD) for C33H41CdN7S2 as an isolated structure in a non-equilibrium geometry.

Positions of all 84 atoms, in Å:
Cd: -0.02 0.08 -0.02
S: -1.88 -1.77 -1.40
S: -1.26 -4.45 -2.56
N: -0.84 1.76 1.16
N: -1.67 -0.60 2.20
N: -1.70 1.85 -1.46
N: 1.72 -1.92 -3.85
N: 1.86 -0.70 1.87
N: 0.57 -2.53 0.27
N: 0.04 -3.45 -0.54
C: -2.97 -0.11 1.76
C: 1.02 -2.89 1.41
C: 3.04 -0.20 3.89
C: 2.51 0.15 2.65
C: 2.09 -1.55 -2.45
C: 3.71 1.83 -2.94
C: 0.17 0.86 5.11
C: -1.81 -1.95 2.68
C: -2.08 4.27 -1.19
C: -3.11 1.49 -1.59
C: 2.38 -0.08 -2.30
C: -1.11 1.97 -2.79
C: -1.97 5.28 0.96
C: -1.52 4.09 1.49
C: 2.89 -1.51 4.32
C: -1.62 3.07 -0.68
C: -0.61 0.00 4.35
C: 0.28 2.37 3.26
C: 3.05 2.58 -1.99
C: -2.59 -5.23 -1.62
C: 2.24 -2.41 3.50
C: -0.51 1.53 2.48
C: 3.38 0.49 -3.09
C: -1.27 2.95 0.69
C: 2.06 2.00 -1.21
C: 0.62 2.04 4.56
C: 1.73 -3.38 -4.05
C: 0.41 -1.34 -4.20
C: -0.91 -3.14 -1.36
C: 1.67 0.66 -1.35
C: -0.94 0.29 3.04
C: 1.72 -1.97 2.27
C: -2.21 5.40 -0.40
H: 1.27 -1.82 -1.80
H: 1.56 2.61 -0.46
H: -3.59 1.53 -0.62
H: -0.36 -1.71 -3.52
H: -2.11 -2.59 1.85
H: 2.63 1.15 2.27
H: -3.33 -4.48 -1.36
H: -0.86 -2.32 3.07
H: -2.15 6.12 1.62
H: -3.19 0.47 -1.98
H: 0.41 0.60 6.14
H: 2.73 -3.78 -3.86
H: 2.11 -3.44 3.80
H: 2.97 -2.15 -2.18
H: 0.46 -0.25 -4.11
H: -1.29 1.04 -3.33
H: 1.44 -3.62 -5.07
H: 1.24 2.71 5.15
H: -3.04 -6.00 -2.24
H: -2.58 -2.05 3.46
H: 3.94 -0.11 -3.80
H: -3.32 -0.73 0.92
H: 0.67 3.28 2.83
H: 2.42 -1.49 -4.46
H: -2.89 0.92 1.43
H: 0.90 -3.92 1.77
H: -0.95 -0.92 4.81
H: -3.72 -0.17 2.56
H: 3.27 -1.82 5.28
H: 0.15 -1.61 -5.22
H: -1.55 2.78 -3.39
H: -3.65 2.17 -2.27
H: -2.17 -5.67 -0.72
H: -0.04 2.15 -2.70
H: 3.31 3.62 -1.85
H: -1.40 4.00 2.56
H: 1.02 -3.84 -3.36
H: 4.49 2.27 -3.55
H: -2.57 6.33 -0.82
H: -2.37 4.34 -2.23
H: 3.55 0.53 4.49

Results
LUMO: -0.24 eV
HOMO-LUMO gap: 5.8297 eV
M: 712.29 g/mol
Max |F|: 1.71 eV/Å

Density functional theory data (wB97M-V/def2-TZVPD) for C16H28InN2O7 as an isolated structure in a non-equilibrium geometry.

Positions of all 54 atoms, in Å:
In: -0.11 -1.43 1.31
O: 2.79 4.37 -2.04
O: 0.10 4.90 -2.46
O: 1.63 0.74 0.61
O: -2.56 -1.50 -0.24
O: -1.04 0.43 3.22
O: -0.94 1.35 0.33
O: 0.61 -3.05 -4.09
N: -0.06 -1.60 -1.82
N: 1.60 -0.28 3.25
C: 1.94 3.72 -1.51
C: 1.00 -1.07 -2.69
C: 1.06 0.75 4.20
C: -0.46 3.12 -1.13
C: -0.09 1.46 3.54
C: -3.72 -1.92 0.46
C: 1.58 -3.97 -3.64
C: 0.49 4.03 -1.74
C: 2.29 2.55 -0.75
C: -0.12 2.00 -0.28
C: -2.36 0.94 3.07
C: 1.07 -1.72 -4.09
C: 2.18 1.68 4.65
C: 1.34 1.67 -0.11
C: -1.39 -1.26 -2.35
C: -2.49 -1.95 -1.57
H: 2.10 -1.70 -4.47
H: -4.64 -1.54 -0.01
H: 2.25 -0.85 3.79
H: 1.86 -3.75 -2.60
H: -3.00 0.12 2.74
H: -2.78 1.20 4.05
H: -1.52 -1.63 -3.37
H: 1.96 -1.10 -2.16
H: 0.38 -1.15 -4.72
H: -3.41 -1.81 -2.16
H: -1.53 3.28 -1.24
H: -0.57 2.15 4.23
H: 2.27 0.20 2.64
H: -3.84 -3.01 0.45
H: 3.33 2.29 -0.64
H: 2.47 -3.95 -4.27
H: -2.35 -3.04 -1.63
H: 0.82 0.00 -2.82
H: 0.75 0.17 5.07
H: 1.10 -4.95 -3.59
H: -3.70 -1.57 1.48
H: 2.57 2.27 3.81
H: 0.04 -2.61 -1.89
H: -2.44 1.80 2.40
H: 0.19 1.91 2.59
H: 1.86 2.39 5.41
H: -1.49 -0.18 -2.32
H: 2.99 1.09 5.08

Results
LUMO: -7.68 eV
HOMO-LUMO gap: 3.7758 eV
M: 475.22 g/mol
Net charge: +1
Max |F|: 1.45 eV/Å

Density functional theory data (wB97M-V/def2-TZVPD) for a 11-piece molecular cluster, F6H20O10P overall in a non-equilibrium geometry.

Positions of all 37 atoms, in Å:
P: -0.39 -0.04 0.17
F: -1.41 -1.22 -0.29
F: 0.81 -1.11 0.33
F: -0.68 -0.32 1.73
F: 0.70 1.12 0.58
F: -0.05 0.25 -1.31
F: -1.57 1.09 0.12
O: -0.40 3.30 -1.09
O: -0.33 -3.42 -2.43
O: -2.11 -1.22 -3.35
O: -3.58 1.26 1.96
O: -1.58 -3.33 1.88
O: 1.76 4.63 0.40
O: 1.13 -0.96 -4.29
O: 1.66 -1.39 2.79
O: 1.60 1.58 3.75
O: 3.85 -0.60 -0.05
H: 4.19 -0.21 -0.87
H: 1.48 5.49 0.07
H: -0.88 4.06 -0.74
H: -1.60 -2.92 1.01
H: -2.76 1.11 1.50
H: 2.90 -0.63 -0.18
H: 2.23 1.26 4.40
H: 0.47 -3.95 -2.49
H: -0.43 -3.25 -1.49
H: 0.64 -0.91 -3.47
H: 1.72 1.00 3.00
H: 0.95 -1.22 2.17
H: -1.93 -2.66 2.47
H: -1.66 -1.87 -2.81
H: -2.71 -0.78 -2.74
H: -4.09 1.81 1.37
H: 0.55 -0.58 -4.94
H: -0.83 2.54 -0.69
H: 1.11 4.02 0.06
H: 1.27 -1.95 3.46

Results
LUMO: 2.79 eV
HOMO-LUMO gap: 10.6681 eV
M: 325.11 g/mol
Net charge: -1
Max |F|: 2.43 eV/Å